This record from OMol25 describes a cluster of 11 separate species, C66H155FN10 in total at a distorted geometry. The level of theory is ωB97M-V/def2-TZVPD.

Structure (XYZ):
```
232
Properties=species:S:1:pos:R:3:forces:R:3
F 5.02475 4.18135 2.72440 0.63 -1.08 1.01
N 0.08028 4.36163 4.04718 -0.73 0.27 0.44
N 0.23079 5.30174 -4.46921 -0.81 2.25 0.10
N -0.56940 -1.05378 -5.27688 0.58 0.46 -1.93
N 2.68111 -2.92702 3.88105 -1.43 -2.20 1.27
N 0.23952 -7.88956 0.89992 -0.31 -0.49 -0.80
N -0.14286 0.29914 0.53528 1.64 0.14 -0.18
N -2.41928 -5.84434 3.84406 -0.93 -0.77 0.25
N 6.09292 1.25398 -2.32643 -1.40 -0.34 -0.56
N -3.57162 -0.19881 4.16818 -1.63 -0.42 -0.84
N -4.77424 2.75231 -4.44734 0.68 0.88 -0.14
C -3.45894 3.73832 -2.52058 -0.20 -1.35 0.63
C -0.84701 0.88443 -6.94482 0.68 -1.00 0.74
C 2.78128 5.42828 0.26154 -1.15 -0.23 -0.81
C 4.86462 -0.79915 -1.44380 0.41 0.80 0.12
C 0.05425 3.27850 5.02023 0.36 -0.92 -1.09
C -3.94628 2.75457 -6.78179 0.08 -0.51 0.86
C -2.06548 -5.45025 2.49895 0.83 2.22 0.30
C -1.26439 1.02651 -0.06654 -1.33 0.16 0.86
C -3.57375 0.03094 2.73414 1.43 -0.70 -0.14
C -3.66708 2.54600 -3.50684 -1.44 1.23 0.38
C -4.66531 1.96635 -5.67962 -0.42 0.01 0.34
C 2.61885 -7.07841 0.83543 0.21 1.27 1.01
C 0.08378 -0.15051 -6.23730 -0.80 0.02 -1.00
C 0.41187 -1.98317 -4.82241 -1.08 0.64 2.98
C -3.62330 -6.74551 3.85827 0.33 1.26 -2.01
C 1.12707 1.10472 0.48901 -1.95 0.58 1.23
C 0.05842 -0.99249 -0.19202 -1.86 0.83 1.39
C 5.15819 0.12430 -2.60779 -0.40 0.34 -0.41
C 2.34814 -2.87043 1.42678 1.17 -0.95 -0.40
C -3.44244 -8.13493 3.20576 -0.53 0.92 0.71
C -0.22775 -6.18398 -0.90777 -1.41 -0.50 -0.64
C -1.01806 5.40880 -5.14822 -0.61 -0.60 -0.89
C 1.84682 6.86346 -3.45283 0.12 -0.53 -0.87
C 1.47577 -1.40782 -3.84646 -0.15 -1.08 -0.65
C 4.56917 4.87500 1.70444 -0.46 0.61 -0.34
C -3.42540 -1.55152 4.62580 0.01 -0.31 0.17
C -6.08169 2.70752 -3.83412 -0.54 0.31 -0.03
C 3.93699 -0.80671 3.57828 -1.36 -0.96 0.78
C 1.00945 6.47887 3.34458 0.24 0.24 -0.60
C 2.61678 -1.53420 3.94988 0.58 2.00 -0.34
C -1.65318 2.37355 0.64630 2.21 -1.45 -1.83
C -1.37258 -0.42263 -4.31781 -0.98 1.95 1.58
C 1.25856 -3.40958 5.84599 -0.74 1.48 0.69
C 1.60688 1.52997 -0.84645 1.08 0.01 -0.67
C 1.16895 6.37443 -4.71455 0.36 0.47 -0.63
C 0.05586 -7.61057 -0.53560 -0.22 -1.26 -0.12
C -3.05731 0.84715 4.94649 1.46 0.56 -0.01
C 0.78054 4.03375 -4.36873 1.55 -1.44 -0.45
C 1.38918 -3.52034 4.37146 1.52 -0.32 -0.62
C 3.11631 -3.44060 2.61422 0.59 0.17 0.48
C 3.31770 4.57626 1.20447 0.40 1.06 -0.50
C -1.68287 -6.62242 6.07786 0.85 0.22 0.26
C 7.91067 2.69276 -3.19424 -0.09 0.22 0.75
C 3.52370 6.46390 -0.24473 0.00 1.67 -1.57
C -1.97495 -2.05862 4.60677 -1.40 0.04 -0.01
C 5.28407 2.39406 -1.82836 1.09 0.48 1.58
C 6.95636 1.56930 -3.49716 -0.24 -0.94 1.00
C -7.16656 3.30299 -4.74538 -0.22 -1.05 0.38
C -0.91203 -2.02942 0.35000 -1.23 -0.75 -2.33
C 0.54388 -9.30495 1.08173 0.26 -1.52 0.50
C 5.31402 5.94009 1.25472 -0.62 0.11 -0.88
C -3.94066 2.06434 5.11130 1.18 1.13 0.90
C -4.75018 -0.61883 2.05456 -0.49 0.79 -0.53
C -1.31835 -6.44340 4.60194 -0.40 -1.01 -1.35
C 4.49563 3.24343 -2.81651 0.17 -1.14 -1.19
C -0.98768 5.00816 -6.67134 -0.38 -0.77 0.70
C 4.78202 6.71345 0.23581 0.84 0.34 0.33
C 1.21418 -7.02202 1.47493 1.31 -0.23 0.38
C -0.11255 2.96896 -3.80216 -0.90 -0.39 0.58
C -3.23797 -4.75707 1.82235 0.50 -1.03 -1.53
C -1.23403 4.73407 3.60778 -1.41 -0.16 0.35
C 0.88846 5.48520 4.45405 0.58 -0.09 -0.41
C 0.71755 -9.74440 2.56176 -0.77 0.96 0.98
C -2.10972 5.59432 4.55751 -0.15 -0.73 -0.07
C -2.24111 -1.34997 -3.46750 -0.64 0.09 -0.52
C 0.73930 2.04700 4.38038 1.03 0.24 1.78
H 5.53787 -0.49448 -3.41628 0.21 0.14 -0.30
H 8.54840 2.34514 -2.37644 0.39 0.09 -0.36
H 1.86277 0.72611 -1.53532 0.20 -0.28 0.14
H -3.14350 -8.13334 2.16110 0.35 0.32 0.00
H -4.28192 3.74896 -1.74524 0.80 0.27 -0.95
H 5.99249 3.04137 -1.26271 -0.26 0.02 -0.65
H 2.19256 -0.87056 -4.45759 0.31 0.43 0.46
H -0.53521 3.15211 -2.77785 0.39 0.21 -0.94
H 0.81952 -6.03379 1.42810 -0.20 0.98 0.00
H 0.71195 7.25816 -5.22769 -0.08 -0.93 0.34
H 5.25317 3.59672 -3.52623 -0.40 0.44 -0.06
H -3.63359 1.09402 2.51881 -0.13 0.27 0.32
H 4.63724 -0.20128 -0.58125 -0.18 0.26 0.66
H 4.16262 0.50424 -2.93376 0.54 0.02 -0.16
H -1.67267 6.58823 4.57071 -0.54 0.42 0.05
H 0.59231 6.05862 5.32383 -0.36 -0.38 0.91
H -2.78420 -8.74072 3.80409 0.22 -0.52 0.02
H -1.35605 -1.44443 5.24644 0.27 -0.16 0.35
H -0.97862 3.03100 5.26005 -0.05 -0.01 0.25
H -3.89763 1.66560 -2.91890 0.26 -0.66 0.38
H 4.73020 -1.29743 4.12093 0.52 -0.19 -0.13
H -0.24129 -9.99677 0.69898 -0.03 1.06 -0.03
H -1.60201 -2.00086 3.61175 0.48 0.10 -0.94
H -1.23970 -4.66415 2.54339 -0.68 -0.91 0.34
H -0.97343 -7.38675 4.05185 -0.45 0.57 1.03
H 0.10082 7.08340 3.20937 0.15 -0.40 -0.24
H -1.70702 4.81120 -4.55735 -0.39 -0.40 -0.44
H 1.86043 5.02742 4.59302 0.48 0.28 0.53
H -1.64283 -2.00771 -2.83091 -0.14 0.11 0.01
H 1.15603 7.25217 -2.74379 -0.63 0.17 0.69
H -0.72421 -6.53933 6.62955 -0.56 -0.54 0.03
H -0.53424 4.00211 -6.81814 0.02 0.72 0.19
H 0.57519 3.54236 5.93617 0.04 0.11 0.19
H -3.19694 2.81762 5.54436 -1.29 -0.49 -0.35
H -2.25474 -5.74517 6.42093 -0.06 -0.36 -0.26
H -2.14277 1.21916 4.46216 0.38 0.07 0.01
H -4.44899 -8.51518 3.21336 -0.35 -0.79 0.09
H -5.68592 1.75247 -5.98611 0.05 -0.12 -0.26
H 6.28060 6.17407 1.60558 0.86 -0.05 0.69
H -4.08203 -2.18327 3.99334 0.53 0.11 0.44
H 0.94281 2.02629 1.09686 0.05 -0.61 -0.33
H -0.45055 -5.81271 4.47186 0.15 0.58 0.26
H -4.46706 3.65959 -7.05979 -0.57 0.03 -0.15
H -0.46718 5.73540 -7.27225 0.50 0.25 -0.09
H -0.47424 -6.05876 -1.97799 0.25 -0.46 0.30
H -6.92785 4.32316 -5.00094 0.00 0.29 -0.16
H 1.11418 -0.86514 -2.96305 -0.07 0.07 -0.59
H 2.74716 3.76023 1.52383 -0.58 -1.12 0.82
H -3.02509 3.12534 -6.36178 0.63 -0.10 0.00
H -3.91533 -5.54352 1.43916 0.01 0.63 0.03
H 6.43259 1.68207 -4.44248 -0.53 0.42 -0.17
H -1.13178 -5.86607 -0.39978 0.22 0.72 0.48
H -0.89904 0.31083 -3.60891 0.62 -0.71 -0.13
H -0.84603 3.02569 0.36137 0.19 0.92 0.04
H 0.95014 -7.84168 -1.14816 -0.20 -0.74 0.32
H 1.68304 4.15154 -3.79257 0.40 -0.27 0.65
H 3.22232 7.15385 -1.07318 -0.35 -0.94 0.94
H 0.31830 -0.84463 -7.06928 0.82 0.47 0.50
H 1.19451 3.63347 -5.33239 -0.33 0.16 0.03
H 0.48344 -3.16858 3.86199 0.12 0.19 -0.17
H 0.85008 1.26939 5.16609 -0.35 0.01 -0.57
H 3.27573 -6.31385 1.33602 -0.48 -0.91 -0.15
H -1.94980 0.31681 -4.88116 -0.68 -0.43 0.06
H 1.74784 5.29557 -0.10109 0.62 -0.18 0.19
H 0.07341 -9.20040 3.29160 -0.18 -0.02 -0.95
H -2.78720 2.37565 -4.08343 0.64 -0.16 -0.32
H -0.94577 2.75732 -4.48874 0.20 0.20 0.30
H 1.79088 2.32184 4.15888 -0.55 -0.05 -0.28
H -2.69443 0.46386 5.91038 -0.38 0.11 -0.01
H 2.35301 -1.26063 4.94826 -0.05 0.23 0.87
H 0.96020 0.32151 -5.75395 -0.10 -0.04 -0.61
H 5.36428 7.55540 -0.14797 -0.19 -0.32 0.06
H 1.25770 5.84598 2.48452 -0.16 0.80 -0.33
H 3.10694 -4.53673 2.66657 -0.38 0.18 -0.15
H 0.89707 -2.44836 -5.62723 0.61 -0.64 -1.23
H -3.75822 -4.11785 2.50175 -0.34 0.49 0.43
H -5.62208 -0.04336 2.45171 0.25 -0.59 -0.83
H -2.04438 -3.10210 4.86821 0.58 -0.47 0.43
H -3.97185 -6.76101 4.86682 -0.14 -0.55 0.76
H -1.56453 2.23137 1.68027 -0.31 -0.12 1.62
H 2.68515 -3.48055 0.58648 -0.29 0.21 -0.44
H -3.17409 5.54104 4.14474 1.39 0.49 0.82
H -0.65529 -2.53098 1.27631 0.14 0.22 0.13
H 1.27601 -2.94561 1.51395 -0.22 -0.17 0.21
H -4.25831 2.49327 4.12543 -0.21 -0.55 1.02
H -1.84522 3.86214 3.41046 0.24 -0.75 0.03
H 0.51390 -4.06852 6.21584 -0.70 -1.03 0.24
H 0.42373 2.03281 -3.74081 0.36 -0.26 0.04
H -6.12587 3.31251 -2.90617 0.45 -0.56 -0.34
H -2.85302 -1.95292 -4.13912 0.14 -0.36 -0.04
H 1.98537 6.03728 -5.38197 -0.22 0.03 -0.13
H -0.49761 1.12508 -7.93630 0.58 0.17 -0.23
H 0.85540 -2.44792 6.16854 0.38 0.30 0.01
H 4.07417 -0.80876 2.51754 0.47 -0.01 -0.61
H -4.23066 0.95699 -5.47887 0.17 0.56 -0.19
H 1.94833 -2.31489 -3.48159 0.54 0.03 0.29
H 7.56838 0.66579 -3.65570 -0.15 0.19 0.08
H -0.96757 1.80785 -6.39199 -0.38 0.01 0.09
H -0.76829 -8.31265 -0.73931 0.25 0.41 -0.84
H 1.42859 -9.64090 0.48005 -0.21 0.38 0.44
H -1.65964 -6.21734 1.86076 0.12 -0.82 -0.22
H -1.00809 -2.79850 -0.48595 0.13 0.40 1.19
H -4.57903 -0.50214 0.94871 -0.70 -0.16 0.91
H -3.81062 -1.66015 5.66434 0.06 0.27 -0.55
H 4.67641 2.08319 -0.96626 -0.15 -0.53 -0.52
H -2.16557 0.39865 0.00757 0.35 -0.15 -0.13
H -1.18465 5.17785 2.63127 0.14 0.69 -0.46
H 0.97384 2.17592 -1.40383 -0.94 0.61 -0.22
H 1.66084 -9.57036 3.04643 0.99 0.07 -0.42
H 1.78623 -1.14996 3.35658 -0.28 0.40 -0.52
H 1.92496 0.60827 1.02242 0.06 -0.63 0.19
H -2.86048 -4.18260 0.95118 -0.35 -0.21 0.46
H -2.22472 -7.55736 6.34182 0.46 0.64 -0.26
H -4.91602 -1.66887 2.30268 0.23 0.09 -0.19
H -4.46811 -6.25628 3.28764 1.04 -0.20 0.69
H -2.99382 -0.81789 -2.85535 0.71 0.07 -0.09
H -1.75770 0.33848 -7.13310 -0.77 0.20 0.22
H -3.36517 4.68521 -3.04521 -0.17 0.07 0.05
H -2.59823 -0.24243 2.21531 -0.64 -0.12 0.68
H 3.98524 4.07679 -2.33812 0.04 0.00 0.05
H 1.80636 7.19942 3.54607 0.10 -0.19 -0.10
H -2.06855 5.22116 5.61950 -0.24 0.16 -1.06
H 2.60887 -6.72581 -0.19052 0.00 -0.47 -0.35
H 2.49551 2.11805 -0.65183 0.48 0.09 -0.25
H 3.04414 -8.07441 0.96698 0.18 0.18 -0.33
H 7.48409 3.62104 -2.79677 -0.37 -0.20 -0.35
H 1.31575 -7.25864 2.52861 -0.03 -0.02 0.29
H -0.12954 -0.81219 -1.23580 -0.15 -0.14 -0.77
H 0.66862 -5.63504 -0.75012 0.37 1.09 0.49
H 8.43919 2.94065 -4.09898 0.62 0.08 -0.14
H -6.30633 1.65403 -3.61116 -0.39 -0.01 0.37
H -3.74253 2.12791 -7.64133 0.09 0.00 -0.27
H -1.96950 4.90115 -7.14203 -0.13 0.25 0.41
H -0.17248 -2.71836 -4.27739 0.23 -0.59 0.06
H 3.76591 2.64755 -3.43870 0.54 0.53 0.78
H 4.01320 -1.41936 -1.64108 -0.51 -0.41 -0.26
H 0.47004 -10.77563 2.77952 0.02 -0.40 -0.56
H 1.47030 -4.58641 4.22735 0.05 -0.47 -0.72
H 2.41186 6.03352 -3.05487 0.27 -0.03 0.51
H 1.01532 -1.42918 -0.09555 1.37 0.27 0.20
H -1.10386 1.19709 -1.12881 0.07 0.17 -0.46
H -2.57137 2.79854 0.31532 -0.80 0.04 -0.14
H 2.50916 7.64810 -3.75844 0.69 0.50 0.11
H 3.88165 0.19654 3.93705 -0.04 0.85 0.09
H -7.27652 2.68291 -5.62979 0.07 0.27 -0.37
H -4.71635 1.87190 5.88195 0.03 0.38 -0.92
H 2.17832 -3.61110 6.35308 0.64 -0.08 0.25
H 2.61825 -1.84113 1.22650 0.04 0.20 0.01
H 5.70542 -1.41542 -1.20444 0.58 -0.43 0.19
H 4.19873 -3.20730 2.60887 -0.40 0.07 -0.73
H -1.39206 6.40763 -4.99415 -0.07 0.55 -0.31
H -2.52283 3.53686 -1.95832 -0.48 0.26 -0.28
H -1.93023 -1.60630 0.40814 0.39 -0.19 0.29
H -8.15679 3.23371 -4.27948 0.24 0.27 0.21
H 0.24295 1.66664 3.49948 -0.18 -0.07 -0.18
```
Positions in Å, forces in eV/Å.

Calculated values
- SMILES string: CCN(CC)CC.CCN(CC)CC.CCN(CC)CC.CCN(CC)CC.CCN(CC)CC.CCN(CC)CC.CCN(CC)CC.CCN(CC)CC.CCN(CC)CC.CCN(CC)CC.Fc1ccccc1
- Net charge: 0
- HOMO energy: -7.587 eV
- Relative energy (zero: lowest compared OMol25 entry of this formula, charge and spin): 17.23 kcal per mole